1.
The ion C4H6NO5P with charge -2 at a distorted geometry, computed with ωB97M-V with the def2-TZVPD basis set.

HOMO level = -0.37 eV
energy above the lowest of the compared OMol25 structures with the same formula, charge and spin = 0.857 eV
Kohn-Sham gap = 7.0 eV
electronic energy = -25264.16110 eV
SMILES = CC(=O)O[P@](=O)([O-])/N=C(\C)[O-]
net charge = -2

Last column: Löwdin charge in e.
CARTESIAN COORDINATES (ANGSTROEM)
C1 1.444 -0.067 -1.037  -0.655
C2 -2.159 0.978 0.103  -0.654
C3 2.157 -1.288 -0.456  -0.070
C4 -1.226 1.794 1.047  -0.025
N1 0.175 0.106 -0.724  -0.059
O1 -0.720 -2.295 -0.854  -0.361
O2 -2.032 -0.273 -0.023  -0.081
O3 2.204 0.804 -1.548  -0.149
O4 -2.981 1.646 -0.532  -0.025
O5 -0.204 -1.346 1.488  -0.368
P1 -0.571 -1.149 0.060  0.208
H1 1.819 -2.216 -0.821  0.044
H2 3.170 -1.225 -0.600  0.026
H3 1.930 -1.238 0.537  0.016
H4 -1.257 1.471 2.049  0.042
H5 -0.353 1.415 0.549  0.023
H6 -1.397 2.883 0.762  0.089

***

2.
The ion C4H6NOS with charge +1 at a distorted geometry, computed with ωB97M-V with the def2-TZVPD basis set.

HOMO level = -14.28 eV
energy above the lowest of the compared OMol25 structures with the same formula, charge and spin = 1.549 eV
Kohn-Sham gap = 9.2 eV
electronic energy = -18609.12196 eV
SMILES = C=[N+]1SCCC1=O
net charge = +1

Last column: Löwdin charge in e.
CARTESIAN COORDINATES (ANGSTROEM)
C1 1.057 -0.294 0.034  -0.221
C2 0.623 2.277 -0.003  0.132
C3 0.043 -1.342 0.314  -0.145
C4 -1.281 -1.027 -0.414  -0.373
N1 0.024 1.145 0.046  -0.336
O1 2.189 -0.081 -0.056  0.257
S1 -1.593 0.625 0.190  1.049
H1 0.077 3.117 0.278  0.103
H2 1.594 2.166 -0.308  0.086
H3 0.560 -2.208 0.093  0.122
H4 -0.024 -1.472 1.343  0.128
H5 -1.291 -1.106 -1.460  0.077
H6 -1.979 -1.800 -0.057  0.120

***

3.
A structure of composition C4H6NaO2 at a distorted geometry, computed with ωB97M-V with the def2-TZVPD basis set.

HOMO level (alpha / beta) = -12.87 / -12.33 eV
energy above the lowest of the compared OMol25 structures with the same formula, charge and spin = 0.948 eV
Kohn-Sham gap (alpha / beta) = 8.6 / 7.0 eV
electronic energy = -12747.77446 eV
net charge = +1

Last column: Löwdin charge in e.
CARTESIAN COORDINATES (ANGSTROEM)
H1 0.545 -1.695 -0.713  0.139
O1 -1.718 -0.172 0.624  -0.049
C1 -0.723 -1.127 0.900  -0.240
C2 0.502 -0.942 0.082  -0.044
C3 1.348 0.096 -0.075  -0.014
C4 1.150 1.240 -0.957  -0.221
O2 0.125 1.502 -1.576  -0.049
H2 -1.771 0.476 1.329  0.100
H3 -1.119 -2.128 0.648  0.136
H4 -0.404 -1.080 1.956  0.141
H5 1.956 1.998 -0.938  0.135
H6 2.231 0.146 0.564  0.134
Na1 -2.124 1.686 -1.845  0.833

***

4.
A structure of composition C4H6O at a distorted geometry, computed with ωB97M-V with the def2-TZVPD basis set.

HOMO level (alpha / beta) = -1.64 / -1.96 eV
multiplicity = 2
energy above the lowest of the compared OMol25 structures with the same formula, charge and spin = 1.712 eV
Kohn-Sham gap (alpha / beta) = 6.1 / 6.4 eV
electronic energy = -6288.95677 eV
net charge = -1

Last column: Löwdin charge in e.
CARTESIAN COORDINATES (ANGSTROEM)
C1 2.101 -0.103 -0.028  -0.070
C2 0.725 -0.341 -0.328  -0.646
O1 0.260 -1.366 -0.923  -0.198
C3 -0.436 0.297 0.395  -0.209
C4 -1.855 0.319 -0.086  -0.130
H1 2.838 -0.763 -0.508  -0.001
H2 2.418 0.657 0.624  -0.047
H3 -2.533 0.915 0.514  0.043
H4 -0.135 0.982 1.272  0.093
H5 -1.989 0.154 -1.158  0.055
H6 -1.395 -0.751 0.225  0.111

***

5.
The molecule C4H6O at a distorted geometry, computed with ωB97M-V with the def2-TZVPD basis set.

HOMO level = -8.64 eV
energy above the lowest of the compared OMol25 structures with the same formula, charge and spin = 4.130 eV
Kohn-Sham gap = 9.2 eV
electronic energy = -6287.78807 eV

Last column: Löwdin charge in e.
CARTESIAN COORDINATES (ANGSTROEM)
C1 0.803 0.110 0.764  -0.087
C2 -0.880 -0.389 1.119  -0.395
C3 0.263 0.115 -0.523  -0.183
C4 0.235 0.364 -1.807  0.052
O1 -1.628 0.394 1.693  -0.046
H1 -0.688 -1.438 1.375  0.138
H2 1.515 -0.670 1.018  0.102
H3 0.955 1.071 1.246  0.112
H4 -1.054 -0.550 -0.182  0.156
H5 1.115 0.798 -2.277  0.077
H6 -0.636 0.194 -2.426  0.073

***

6.
The molecule C4H6O, computed with ωB97M-V with the def2-TZVPD basis set.

HOMO level = -10.01 eV
energy above the lowest of the compared OMol25 structures with the same formula, charge and spin = 2.002 eV
Kohn-Sham gap = 11.1 eV
electronic energy = -6289.91617 eV
SMILES = C#CCOC

Last column: Löwdin charge in e.
CARTESIAN COORDINATES (ANGSTROEM)
C1 -1.750 0.323 0.007  -0.105
O1 -0.590 0.438 0.803  -0.184
C2 0.423 -0.509 0.570  -0.256
C3 1.511 -0.005 -0.289  -0.095
C4 2.433 0.391 -0.955  0.110
H1 -1.647 -0.450 -0.766  0.086
H2 -1.957 1.279 -0.486  0.087
H3 -2.604 0.066 0.647  0.086
H4 0.845 -0.778 1.546  0.126
H5 0.012 -1.429 0.131  0.120
H6 3.253 0.746 -1.540  0.025